No. 1
ORCA calculation (ωB97M-V with the def2-TZVPD basis set) on a gas-phase ion, C27H23O5S3 (charge -1) in a non-equilibrium geometry.

Energy relative to the best compared isomer or geometry (same formula, charge and spin) ... 0.2782 eV
M ... 523.7 g mol⁻¹
SMILES string ... COc1ccc([C@H](Sc2ccccc2)C(S(=O)(=O)c2ccccc2)=[S@@](=O)([O-])c2ccccc2)cc1
Multiplicity ... 1
Charge ... -1
HOMO energy ... -4.35 eV
E_tot ... -71114.530 eV
Gap between HOMO and LUMO ... 7.16 eV

Structure (XYZ):
```
58
Properties=species:S:1:pos:R:3:nbo_charge:R:1
C -6.671 0.241 -0.425 -0.252
O -6.393 -0.018 0.969 -0.512
C -5.108 -0.273 1.348 0.293
C -4.796 -0.231 2.731 -0.269
C -3.477 -0.319 3.167 -0.186
C -2.444 -0.525 2.263 -0.047
C -0.945 -0.661 2.665 -0.412
S -0.744 -1.111 4.326 0.255
C -0.067 0.053 5.466 -0.198
C 1.215 0.614 5.380 -0.215
C 1.842 1.169 6.499 -0.210
C 1.170 1.233 7.722 -0.231
C -0.153 0.767 7.801 -0.253
C -0.774 0.210 6.682 -0.160
C 0.021 0.315 2.033 -0.955
S 1.669 -0.180 1.648 2.169
O 2.192 0.597 0.542 -0.973
O 2.495 -0.286 2.839 -0.978
C 1.649 -1.853 1.014 -0.235
C 1.581 -2.938 1.896 -0.218
C 1.676 -4.239 1.391 -0.228
C 1.852 -4.447 0.019 -0.216
C 1.920 -3.355 -0.853 -0.225
C 1.800 -2.054 -0.360 -0.213
S -0.545 1.582 0.971 2.193
O -0.581 1.088 -0.394 -0.984
O -1.722 2.199 1.549 -0.961
C 0.725 2.840 1.017 -0.301
C 1.338 3.259 -0.164 -0.162
C 2.330 4.236 -0.101 -0.227
C 2.700 4.773 1.138 -0.221
C 2.056 4.366 2.313 -0.230
C 1.050 3.401 2.250 -0.135
C -2.759 -0.658 0.906 -0.122
C -4.064 -0.526 0.430 -0.314
H -7.734 0.483 -0.458 0.190
H -6.085 1.096 -0.789 0.187
H -6.478 -0.636 -1.061 0.172
H -5.603 -0.086 3.452 0.210
H -3.255 -0.181 4.227 0.221
H -0.641 -1.597 2.180 0.231
H 1.732 0.585 4.433 0.274
H 2.866 1.534 6.416 0.208
H 1.659 1.657 8.603 0.201
H -0.699 0.826 8.747 0.203
H -1.806 -0.138 6.726 0.206
H 1.456 -2.765 2.965 0.243
H 1.615 -5.086 2.076 0.209
H 1.931 -5.464 -0.375 0.204
H 2.064 -3.502 -1.923 0.207
H 1.833 -1.192 -1.022 0.251
H 1.035 2.815 -1.109 0.240
H 2.810 4.558 -1.029 0.204
H 3.494 5.519 1.188 0.201
H 2.324 4.794 3.281 0.205
H 0.513 3.068 3.137 0.232
H -1.978 -0.864 0.173 0.226
H -4.259 -0.600 -0.639 0.208
```

No. 2
ORCA calculation (ωB97M-V with the def2-TZVPD basis set) on a gas-phase ion, CHF2OS2 (charge -1) in a non-equilibrium geometry.

Energy relative to the best compared isomer or geometry (same formula, charge and spin) ... 0.3569 eV
M ... 131.1 g mol⁻¹
Multiplicity ... 1
Charge ... -1
HOMO energy ... -3.66 eV
E_tot ... -30206.949 eV
Gap between HOMO and LUMO ... 7.52 eV

Structure (XYZ):
```
7
Properties=species:S:1:pos:R:3:nbo_charge:R:1
C 0.087 0.708 0.141 0.373
O 0.435 -1.329 -1.444 -1.017
F 0.554 1.258 -0.987 -0.339
F 0.845 1.167 1.150 -0.363
S -1.439 -1.676 0.731 -0.730
S 0.358 -1.119 0.083 0.952
H -0.840 0.992 0.326 0.123
```

No. 3
ORCA calculation (ωB97M-V with the def2-TZVPD basis set) on a molecular structure, C32H45BiN12O7P2 in a non-equilibrium geometry.

Energy relative to the best compared isomer or geometry (same formula, charge and spin) ... 0.8718 eV
M ... 980.7 g mol⁻¹
Multiplicity ... 1
HOMO energy (spin up / spin down) ... -7.57 / -6.71 eV
E_tot ... -90544.639 eV
Gap between HOMO and LUMO (spin up / spin down) ... 6.54 / 6.39 eV

Structure (XYZ):
```
99
Properties=species:S:1:pos:R:3:lowdin_charge:R:1
Bi 0.081 0.400 0.066 1.929
C -1.414 7.037 2.237 -0.049
C -0.670 5.888 1.609 -0.277
C -0.039 6.001 0.375 -0.036
C 0.556 4.909 -0.229 -0.015
C 0.566 3.629 0.354 -0.215
N 1.070 2.490 -0.264 -0.063
C 1.622 2.485 -1.526 -0.226
C 1.233 3.258 -2.610 -0.047
C 1.933 3.286 -3.804 -0.013
C 3.146 2.567 -3.964 -0.275
C 3.911 2.614 -5.263 -0.042
C 3.564 1.760 -2.962 0.016
C 2.718 1.456 -1.761 -0.283
N 3.473 1.111 -0.590 -0.078
C 4.819 1.084 -0.444 -0.046
C 5.078 0.546 0.789 -0.045
C 3.807 0.251 1.322 -0.129
N 2.845 0.592 0.484 0.015
C 0.123 3.594 1.697 -0.135
C -0.536 4.677 2.263 0.002
N 0.445 2.527 2.598 -0.050
C 0.773 2.690 3.901 -0.041
C 1.057 1.450 4.423 -0.037
C 0.888 0.568 3.350 -0.138
N 0.531 1.235 2.262 -0.088
H -1.543 7.851 1.525 0.074
H -2.401 6.722 2.580 0.082
H -0.873 7.430 3.102 0.080
H -0.025 6.957 -0.137 0.114
H 1.050 5.051 -1.177 0.096
H 0.316 3.823 -2.527 0.106
H 1.541 3.861 -4.634 0.112
H 3.499 3.366 -5.935 0.074
H 4.964 2.839 -5.091 0.081
H 3.854 1.647 -5.767 0.086
H 4.394 1.078 -3.119 0.123
H 5.476 1.476 -1.203 0.123
H 6.041 0.382 1.243 0.095
H 3.559 -0.175 2.284 0.100
H -0.956 4.567 3.257 0.124
H 0.808 3.662 4.359 0.127
H 1.348 1.219 5.434 0.099
H 0.981 -0.507 3.318 0.097
C -3.502 -4.457 1.831 -0.105
N -2.662 -3.414 2.413 -0.293
C -3.420 -2.365 3.112 -0.084
P -1.225 -2.950 1.748 0.480
O -1.042 -1.485 1.641 -0.381
O -1.273 -3.738 0.339 -0.282
P -0.384 -3.375 -0.989 0.464
O 0.714 -2.460 -0.628 -0.341
N 0.154 -4.811 -1.563 -0.296
C -0.767 -5.914 -1.789 -0.096
C 1.564 -5.169 -1.448 -0.091
N -1.592 -2.926 -2.014 -0.270
C -1.089 -2.341 -3.278 -0.075
C -2.785 -2.229 -1.505 -0.072
N -0.030 -3.639 2.667 -0.281
C 1.360 -3.272 2.376 -0.105
C -0.176 -5.037 3.064 -0.099
H -4.035 -4.971 2.634 0.088
H -2.898 -5.183 1.295 0.073
H -4.242 -4.044 1.138 0.084
H -3.993 -2.818 3.923 0.085
H -4.109 -1.845 2.440 0.089
H -2.735 -1.631 3.531 0.077
H -1.780 -5.528 -1.886 0.077
H -0.737 -6.632 -0.962 0.082
H -0.502 -6.438 -2.709 0.086
H 2.148 -4.267 -1.277 0.074
H 1.903 -5.635 -2.375 0.085
H 1.738 -5.874 -0.626 0.080
H -0.119 -2.776 -3.525 0.081
H -0.975 -1.259 -3.202 0.063
H -1.797 -2.565 -4.076 0.090
H -3.210 -2.780 -0.669 0.062
H -3.518 -2.185 -2.308 0.096
H -2.583 -1.201 -1.197 0.066
H 1.396 -2.347 1.807 0.047
H 1.855 -4.039 1.771 0.085
H 1.911 -3.156 3.312 0.087
H -1.214 -5.244 3.311 0.071
H 0.434 -5.218 3.951 0.088
H 0.151 -5.724 2.273 0.084
O 2.054 0.124 -2.243 -0.132
O 2.792 -0.907 -2.026 -0.012
C -2.416 2.719 -2.057 -0.008
C -1.964 1.308 -2.400 -0.676
O -2.655 0.610 -3.126 0.029
O -0.795 0.931 -1.940 -0.303
H -2.356 3.321 -2.967 0.085
H -1.802 3.170 -1.279 0.052
H -3.460 2.701 -1.743 0.079
N -1.749 1.324 0.793 -0.017
C -2.891 1.469 1.041 -0.304
N -4.074 1.578 1.411 0.101
C -5.131 2.312 1.157 -0.386
N -6.104 2.925 1.007 0.093
```

No. 4
ORCA calculation (ωB97M-V with the def2-TZVPD basis set) on a gas-phase ion, CH4N3O2 (charge -1) in a non-equilibrium geometry.

Energy relative to the best compared isomer or geometry (same formula, charge and spin) ... 1.1889 eV
M ... 90.1 g mol⁻¹
Multiplicity ... 3
Charge ... -1
HOMO energy (spin up / spin down) ... -0.13 / -4.18 eV
E_tot ... -9660.897 eV
Gap between HOMO and LUMO (spin up / spin down) ... 4.73 / 6.96 eV

Structure (XYZ):
```
10
Properties=species:S:1:pos:R:3:lowdin_spin:R:1
C -0.382 0.116 0.730 0.081
N -1.637 -0.508 0.720 0.627
N 0.413 -0.114 -0.635 0.126
N -2.576 -0.072 -0.022 0.443
O -2.556 1.086 -0.518 0.247
O -3.527 -0.831 -0.177 0.417
H -0.317 1.266 0.567 0.032
H 0.239 -0.188 1.593 0.006
H 0.209 -1.056 -0.960 0.007
H -0.141 0.491 -1.228 0.013
```